C65H68F9NO3 | ωB97M-V/def2-TZVPD

The value obtained for the calculated total energy is -3696.85560 a.u. As for the frontier orbital gap: 9.75 eV. The value obtained for the LUMO energy is 0.59 eV. For the HOMO energy, the calculation gives -9.2 eV. As for the SMILES: COCCCCCCCCCNC(=O)O.Fc1ccccc1.Fc1ccccc1.Fc1ccccc1.Fc1ccccc1.Fc1ccccc1.Fc1ccccc1.Fc1ccccc1.Fc1ccccc1.Fc1ccccc1.

Structure (ORCA input):
```
! RIJCOSX wB97M-V def2-TZVPD def2/J DEFGRID3
* xyz 0 1
C 2.643 0.507 0.753
O 3.174 -0.494 1.605
C 4.265 -0.047 2.391
C 5.593 0.049 1.615
C 5.725 -0.918 0.430
C 6.490 -2.236 0.728
C 5.714 -3.494 0.326
C 4.489 -3.852 1.183
C 4.617 -3.641 2.693
C 5.352 -4.791 3.421
C 6.323 -4.328 4.501
N 7.465 -3.605 3.905
C 8.683 -3.639 4.635
O 9.380 -2.678 4.785
O 9.015 -4.848 5.207
H 1.623 0.744 1.059
H 2.627 0.128 -0.272
H 3.250 1.415 0.754
H 4.022 0.953 2.777
H 4.327 -0.692 3.267
H 5.758 1.083 1.317
H 6.400 -0.175 2.321
H 4.755 -1.148 -0.011
H 6.293 -0.395 -0.339
H 7.418 -2.235 0.150
H 6.792 -2.241 1.775
H 5.363 -3.321 -0.696
H 6.410 -4.338 0.268
H 3.595 -3.346 0.815
H 4.301 -4.924 1.046
H 5.076 -2.690 2.955
H 3.601 -3.603 3.096
H 5.855 -5.467 2.722
H 4.604 -5.398 3.939
H 5.799 -3.663 5.192
H 6.659 -5.203 5.062
H 7.603 -3.952 2.962
H 9.144 -5.481 4.486
F 1.070 3.049 -0.648
C -0.020 3.603 -0.073
C -0.554 4.747 -0.629
C -1.680 5.311 -0.047
C -2.248 4.734 1.081
C -1.689 3.588 1.628
C -0.569 3.011 1.047
H -0.096 5.183 -1.507
H -2.116 6.202 -0.479
H -3.126 5.176 1.533
H -2.127 3.137 2.508
H -0.126 2.113 1.453
F 9.169 -8.242 2.881
C 10.245 -8.591 3.623
C 10.253 -8.273 4.965
C 11.356 -8.626 5.728
C 12.428 -9.283 5.141
C 12.396 -9.589 3.786
C 11.296 -9.245 3.014
H 9.406 -7.758 5.401
H 11.377 -8.385 6.782
H 13.288 -9.554 5.737
H 13.233 -10.097 3.325
H 11.250 -9.476 1.958
F -5.531 4.982 2.495
C -6.423 5.321 1.538
C -7.160 4.325 0.932
C -8.072 4.678 -0.052
C -8.233 6.008 -0.418
C -7.475 6.989 0.207
C -6.563 6.651 1.196
H -7.014 3.294 1.225
H -8.658 3.908 -0.536
H -8.943 6.276 -1.185
H -7.592 8.026 -0.078
H -5.966 7.400 1.699
F -3.390 6.445 -3.833
C -2.571 5.631 -4.527
C -1.327 6.096 -4.903
C -0.483 5.252 -5.611
C -0.894 3.967 -5.939
C -2.151 3.523 -5.552
C -3.000 4.356 -4.837
H -1.028 7.102 -4.642
H 0.497 5.600 -5.907
H -0.234 3.312 -6.492
H -2.475 2.523 -5.806
H -3.980 4.027 -4.520
F 5.997 1.962 -0.838
C 5.906 2.709 -1.958
C 6.645 2.342 -3.065
C 6.542 3.110 -4.215
C 5.715 4.225 -4.241
C 4.984 4.573 -3.113
C 5.074 3.810 -1.959
H 7.286 1.472 -3.019
H 7.110 2.836 -5.094
H 5.640 4.822 -5.140
H 4.341 5.442 -3.130
H 4.507 4.057 -1.071
F -10.885 6.317 -2.022
C -12.037 5.922 -1.431
C -12.067 4.711 -0.771
C -13.251 4.316 -0.165
C -14.376 5.125 -0.233
C -14.319 6.338 -0.906
C -13.139 6.747 -1.510
H -11.180 4.095 -0.734
H -13.293 3.372 0.362
H -15.298 4.810 0.237
H -15.198 6.966 -0.963
H -13.069 7.691 -2.035
F -17.992 3.411 -0.759
C -18.128 4.332 -1.733
C -18.316 5.654 -1.381
C -18.448 6.601 -2.387
C -18.399 6.217 -3.720
C -18.212 4.882 -4.048
C -18.072 3.927 -3.051
H -18.357 5.931 -0.336
H -18.591 7.641 -2.126
H -18.505 6.958 -4.501
H -18.175 4.579 -5.086
H -17.919 2.882 -3.286
F -6.140 -0.128 -0.919
C -5.096 -0.169 -0.065
C -5.227 0.424 1.175
C -4.152 0.378 2.051
C -2.972 -0.250 1.677
C -2.865 -0.836 0.423
C -3.935 -0.802 -0.459
H -6.155 0.911 1.442
H -4.239 0.835 3.028
H -2.135 -0.280 2.362
H -1.944 -1.321 0.129
H -3.876 -1.256 -1.439
F 11.855 -9.661 -0.507
C 11.442 -10.884 -0.904
C 10.228 -11.000 -1.549
C 9.810 -12.259 -1.955
C 10.600 -13.373 -1.706
C 11.815 -13.229 -1.052
C 12.248 -11.974 -0.647
H 9.627 -10.118 -1.727
H 8.864 -12.368 -2.466
H 10.268 -14.353 -2.022
H 12.431 -14.096 -0.854
H 13.194 -11.837 -0.141
*
```